[1]
# C5H6N

A gas-phase ion, C5H6N (charge +1) (the ωB97M-V functional and the def2-TZVPD basis, the OMol25 dataset).

Output
- Kohn-Sham gap: 7.605 eV
- Highest occupied orbital energy: -14.28 eV
- F_max: 3.177 eV/Å
- Charge: +1

Positions of all 12 atoms, in Å:
C: -0.716 1.308 -0.482
C: 1.358 0.937 -2.092
C: -0.636 -0.756 1.242
C: -0.631 0.276 0.499
C: 0.512 0.968 -1.237
N: 0.284 -1.755 1.276
H: -1.562 0.934 -1.071
H: -0.743 2.388 -0.235
H: 2.374 0.833 -2.316
H: -1.570 -0.979 1.802
H: 0.218 -2.548 1.953
H: 1.112 -1.606 0.661

=====

[2]
# C5H6N

2 unconnected molecules or ions with the total composition C5H6N (the ωB97M-V functional and the def2-TZVPD basis, the OMol25 dataset).

Output
- Kohn-Sham gap: 8.757 eV
- Highest occupied orbital energy: -15.25 eV
- F_max: 7.001 eV/Å
- Charge: +1

Positions of all 12 atoms, in Å:
C: -1.080 -0.062 -0.956
C: -1.868 -0.530 -1.827
C: -0.324 -0.780 0.076
C: 0.188 -1.879 0.576
C: 0.846 1.384 -0.110
N: -0.326 0.612 0.170
H: 0.677 -1.848 1.562
H: -0.100 -2.645 -0.125
H: 1.334 0.697 -0.825
H: 0.565 2.323 -0.444
H: 1.343 1.445 0.805
H: -1.255 1.285 1.099

=====

[3]
# C5H6N

A molecular structure, C5H6N (the ωB97M-V functional and the def2-TZVPD basis, the OMol25 dataset).

Output
- Kohn-Sham gap: 8.949 eV
- Highest occupied orbital energy: -13.85 eV
- F_max: 4.089 eV/Å
- Charge: +1

Positions of all 12 atoms, in Å:
C: 0.754 0.666 -1.467
C: -0.417 -0.124 -1.057
C: 1.322 0.263 -0.134
C: 1.138 -0.783 -1.365
C: -0.103 0.003 0.327
N: -0.842 -0.456 1.508
H: 0.656 1.538 -1.994
H: -1.385 -0.190 -1.496
H: 2.114 0.816 0.423
H: -1.885 -0.374 1.243
H: -0.634 0.130 2.420
H: -0.719 -1.489 1.593

=====

[4]
# C5H6N

A gas-phase ion, C5H6N (charge +1) (the ωB97M-V functional and the def2-TZVPD basis, the OMol25 dataset).

Output
- Kohn-Sham gap (alpha / beta): 7.700 / 7.446 eV
- Highest occupied orbital energy (alpha / beta): -14.53 / -14.83 eV
- F_max: 6.894 eV/Å
- Charge: +1

Positions of all 12 atoms, in Å:
C: 1.359 0.911 0.457
C: -0.113 0.178 -0.979
C: -0.591 -0.399 0.328
C: 1.070 1.081 -1.008
C: -1.637 -1.325 0.582
N: 0.557 -0.049 0.884
H: 2.277 1.290 0.992
H: 0.824 2.154 -1.449
H: 1.801 0.853 -1.795
H: -2.231 -1.189 -0.263
H: -2.215 -1.288 1.631
H: -1.102 -2.218 0.620

=====

[5]
# C5H6N

A molecular structure, C5H6N (the ωB97M-V functional and the def2-TZVPD basis, the OMol25 dataset).

Output
- Kohn-Sham gap: 8.867 eV
- Highest occupied orbital energy: -15.18 eV
- F_max: 5.122 eV/Å
- Charge: +1

Positions of all 12 atoms, in Å:
C: -1.150 0.733 0.750
C: -1.422 0.985 -0.540
C: 0.460 -0.495 -1.239
C: 0.852 -0.873 0.145
C: 0.270 0.481 0.512
N: -0.028 0.730 -0.934
H: -1.537 0.563 1.782
H: -2.159 1.280 -1.349
H: 0.475 -1.166 -2.111
H: 0.489 -1.788 0.705
H: 1.922 -0.816 0.339
H: 1.199 1.301 0.906

=====

[6]
# C5H6N

A gas-phase ion, C5H6N (charge +1) (the ωB97M-V functional and the def2-TZVPD basis, the OMol25 dataset).

Output
- Kohn-Sham gap: 9.242 eV
- Highest occupied orbital energy: -14.51 eV
- SMILES: C=CC1=C2C[N@H+]12
- F_max: 5.099 eV/Å
- Charge: +1

Positions of all 12 atoms, in Å:
C: 0.753 0.296 0.842
C: -0.183 -0.138 0.078
C: 0.666 1.478 1.675
C: -0.319 -2.128 -1.371
C: -0.711 -0.854 -0.992
N: -0.443 1.440 0.651
H: 0.254 1.255 2.720
H: 1.373 2.249 1.404
H: -0.504 -2.658 -2.377
H: 0.496 -2.709 -0.764
H: -1.093 -0.364 -1.899
H: -0.288 2.133 0.033

=====

[7]
# C5H6N

A gas-phase ion, C5H6N (charge +1) (the ωB97M-V functional and the def2-TZVPD basis, the OMol25 dataset).

Output
- Kohn-Sham gap: 8.553 eV
- Highest occupied orbital energy: -14.58 eV
- SMILES: C=[N+]=C=C1CC1
- F_max: 6.599 eV/Å
- Charge: +1

Positions of all 12 atoms, in Å:
C: 0.720 0.043 0.221
C: -0.679 -0.070 0.120
C: -3.169 0.065 -0.049
C: 1.980 0.747 -0.041
C: 1.945 -0.776 0.007
N: -1.936 -0.123 0.079
H: -3.741 0.884 0.237
H: -3.928 -0.591 -0.410
H: 2.135 1.360 -0.895
H: 2.419 1.254 0.728
H: 2.147 -1.384 0.958
H: 2.107 -1.408 -0.957

=====

[8]
# C5H6N

A gas-phase ion, C5H6N (charge +1) (the ωB97M-V functional and the def2-TZVPD basis, the OMol25 dataset).

Output
- Kohn-Sham gap: 9.028 eV
- Highest occupied orbital energy: -15.75 eV
- SMILES: C1=CCC=[N+]=C1
- F_max: 6.988 eV/Å
- Charge: +1

Positions of all 12 atoms, in Å:
C: -0.157 1.293 -0.139
C: 0.594 -0.727 -0.460
C: 1.010 0.590 -0.114
C: -0.879 -1.127 -0.089
C: -1.466 0.938 -0.193
N: -1.869 -0.323 0.005
H: 0.111 2.372 0.006
H: 0.335 0.003 -1.438
H: 1.323 -1.597 -0.850
H: 1.957 0.708 0.309
H: -1.094 -2.219 -0.102
H: -2.182 1.734 -0.395

=====

[9]
# C5H6N

A gas-phase ion, C5H6N (charge +1) (the ωB97M-V functional and the def2-TZVPD basis, the OMol25 dataset).

Output
- Kohn-Sham gap: 8.912 eV
- Highest occupied orbital energy: -15.15 eV
- SMILES: C1#[N+]C=CCC1
- F_max: 2.641 eV/Å
- Charge: +1

Positions of all 12 atoms, in Å:
C: -0.656 1.307 -1.130
C: -0.674 -0.964 -0.110
C: -1.722 -0.740 -0.885
C: 0.434 1.397 -0.214
C: 0.396 -0.065 0.256
N: -1.556 0.656 -1.483
H: -0.402 -1.922 0.315
H: -2.595 -1.319 -0.820
H: 1.383 1.470 -0.663
H: 0.329 1.983 0.658
H: 0.190 -0.095 1.320
H: 1.341 -0.426 0.089

=====

[10]
# C5H6N

A gas-phase ion, C5H6N (charge +1) (the ωB97M-V functional and the def2-TZVPD basis, the OMol25 dataset).

Output
- Kohn-Sham gap: 9.732 eV
- Highest occupied orbital energy: -16.10 eV
- SMILES: C[C@H]1[C@@H]2C3=C[N@+]312
- F_max: 3.329 eV/Å
- Charge: +1

Positions of all 12 atoms, in Å:
C: -1.925 -0.498 0.667
C: -1.963 0.366 -0.289
C: -0.731 0.549 -0.959
C: 0.250 0.452 0.173
C: 1.789 0.026 0.007
N: -0.611 -0.752 -0.133
H: -2.417 -1.120 1.409
H: -0.648 0.594 -1.974
H: -0.036 0.850 1.195
H: 1.888 -1.136 0.145
H: 2.376 0.483 0.818
H: 2.029 0.183 -1.058

=====

[11]
# C5H6N

A gas-phase ion, C5H6N (charge +1) (the ωB97M-V functional and the def2-TZVPD basis, the OMol25 dataset).

Output
- Kohn-Sham gap: 8.619 eV
- Highest occupied orbital energy: -14.64 eV
- SMILES: C=CC1=C2C[N@H+]12
- F_max: 5.739 eV/Å
- Charge: +1

Positions of all 12 atoms, in Å:
C: 1.600 -0.526 -0.057
C: 0.209 -0.450 0.097
C: 1.934 0.757 0.127
C: -1.929 0.139 0.167
C: -0.534 0.497 -0.261
N: -1.281 -1.084 -0.103
H: 2.168 -1.438 0.070
H: 2.967 1.213 0.380
H: 1.308 1.511 -0.164
H: -2.218 0.447 1.174
H: -2.690 0.460 -0.486
H: -1.533 -1.526 -0.947

=====

[12]
# C5H6N

A gas-phase ion, C5H6N (charge +1) (the ωB97M-V functional and the def2-TZVPD basis, the OMol25 dataset).

Output
- Kohn-Sham gap (alpha / beta): 5.527 / 6.536 eV
- Highest occupied orbital energy (alpha / beta): -12.07 / -12.48 eV
- F_max: 4.701 eV/Å
- Charge: +1

Positions of all 12 atoms, in Å:
C: 0.286 -1.640 -0.243
C: 0.154 0.741 0.919
C: -0.409 2.950 0.076
C: 0.742 -2.432 -1.133
C: -0.130 -0.704 0.787
N: -0.240 1.776 0.569
H: 0.235 3.302 -0.644
H: -1.187 3.601 0.500
H: 0.044 -2.906 -1.908
H: 1.807 -2.698 -1.202
H: -1.268 -0.965 0.467
H: -0.033 -1.024 1.812